C7H11N4 | the ωB97M-V functional and the def2-TZVPD basis

Summary:
Maximum force, eV/Å: 5.57
SMILES: C1=NC2=NCC[NH2+][C@H]2N=CC1
ΔE to the lowest compared entry with this formula, charge and spin, kcal per mole: 95.2
Total energy, a.u.: -492.0005
Frontier orbital gap, hartree: 0.3487
HOMO, eV: -12.73

Structure (ORCA input):
```
! wB97M-V def2-TZVPD RIJCOSX def2/J DEFGRID3
* xyz 1 1
C -2.3440 -1.0740 0.0952
N -1.2771 -1.6350 0.4286
C -0.0189 -1.1410 0.4814
N 0.8999 -1.8228 -0.0436
C 2.0463 -1.2556 -0.5179
C 2.0641 0.3366 -0.4802
N 1.6175 0.7074 0.9171
C 0.1639 0.5092 0.9765
N -0.4229 1.4093 0.0891
C -1.6232 1.3902 -0.3871
C -2.6019 0.2678 -0.4215
H -3.3040 -1.5492 0.1866
H 2.0767 -1.4822 -1.5389
H 2.8731 -1.6134 0.0414
H 2.9205 0.8454 -0.7757
H 1.4069 0.7966 -1.2166
H 2.2325 0.1497 1.5398
H 1.7377 1.7107 1.2563
H -0.2315 0.5359 1.9265
H -1.9549 2.1621 -1.1362
H -2.7705 0.1443 -1.5641
H -3.4904 0.6082 0.1434
*
```